Entry 1:
14
Properties=species:S:1:pos:R:3:forces:R:3:nbo_charge:R:1 method="wB97M-V/def2-TZVPD" energy_ev=-7251.818 molar_mass_g_mol=84.1 e_lumo_ev="1.13 / -0.04" spin_multiplicity=3 total_charge=0 e_above_lowest_kcal_mol=28.2 e_homo_ha="-0.2573 / -0.3962"
C 1.6294 -1.9860 -1.5940 0.2 -1.2 0.9 0.14
C 0.6004 0.8514 -0.2758 -1.0 0.1 0.9 0.36
C -1.3960 1.3549 1.3865 0.4 -1.2 1.3 -0.62
C -0.4280 0.3552 0.7307 -1.1 0.9 -1.7 -0.53
N 1.5755 -2.9064 -0.7961 -0.4 -0.4 0.4 -0.66
N 0.7427 1.8587 -0.9318 3.1 -2.4 0.0 -0.67
H 1.5743 -2.0768 -2.6541 -0.1 0.4 -1.3 0.14
H -0.6716 2.0321 1.9048 -1.6 0.2 -0.2 0.22
H -2.1295 0.7866 2.1020 1.7 1.1 -0.9 0.22
H -2.0852 1.7571 0.6407 0.5 0.6 0.1 0.21
H -1.0537 -0.3971 0.3245 -0.4 -0.9 -1.2 0.23
H 0.1723 -0.2116 1.3348 1.2 -1.1 2.5 0.23
H 1.3610 -3.9216 -0.9759 0.3 1.2 -0.1 0.37
H 0.1085 2.5035 -1.1964 -2.9 2.9 -0.7 0.35

Entry 2:
15
Properties=species:S:1:pos:R:3:forces:R:3:nbo_charge:R:1 method="wB97M-V/def2-TZVPD" energy_ev=-9300.412 molar_mass_g_mol=100.1 e_lumo_ev=0.79 total_charge=0 e_above_lowest_kcal_mol=137.9 e_homo_ha=-0.2741
C 0.2121 -1.4298 0.1877 -0.4 -0.7 0.0 -0.62
C -2.1226 -0.1387 -0.2991 -0.2 0.0 0.2 -0.68
C -0.6759 -0.3232 -0.0324 0.8 1.1 0.5 0.34
C 1.4596 0.1206 0.5098 1.1 0.7 -0.6 0.20
O -0.0915 1.9885 -0.0842 -1.0 1.6 -0.3 -0.57
N 0.1416 0.6809 0.2152 0.3 -0.4 -0.8 -0.05
N 2.3346 0.2877 -0.4490 -0.5 0.3 0.4 -0.85
H 0.6489 2.5480 -0.4234 0.0 -1.8 0.3 0.52
H 3.2918 0.3123 -0.1183 -0.1 -0.1 0.2 0.34
H -0.1832 -2.2990 0.7085 -0.2 0.0 0.2 0.20
H 0.7912 -1.7515 -0.6697 0.2 0.4 0.0 0.25
H 1.6931 0.2996 1.5686 -0.2 -0.7 0.0 0.18
H -2.3211 -0.2585 -1.3658 0.0 -0.2 0.0 0.25
H -2.4846 0.8467 -0.0053 0.2 0.0 0.0 0.24
H -2.6940 -0.8837 0.2573 0.0 -0.1 -0.2 0.24

Entry 3:
15
Properties=species:S:1:pos:R:3:forces:R:3:nbo_charge:R:1 method="wB97M-V/def2-TZVPD" energy_ev=-9302.392 molar_mass_g_mol=100.1 e_lumo_ev=0.70 total_charge=0 e_above_lowest_kcal_mol=92.3 e_homo_ha=-0.3171
C 1.3236 -0.2385 0.9495 0.1 0.0 0.0 -0.62
C 0.3069 0.0697 -0.1346 0.1 0.1 0.0 -0.10
C 0.7083 0.1552 -1.5558 0.3 0.0 0.2 -0.24
N -0.3054 -1.1523 -0.7053 0.1 -0.2 -0.1 -0.73
C -0.7027 1.1065 0.3484 0.0 0.2 0.0 0.67
O -0.3123 2.1541 0.8330 -0.1 -0.3 -0.2 -0.61
N -2.0129 0.7900 0.1999 0.0 0.1 0.0 -0.82
H 2.0646 -0.9600 0.5852 -0.1 0.1 0.0 0.21
H 1.8364 0.6926 1.2014 -0.1 -0.1 0.0 0.25
H 0.8577 -0.6270 1.8620 0.0 0.1 -0.1 0.22
H -0.6963 -0.9987 -1.6409 -0.2 -0.2 0.1 0.43
H 1.6766 -0.3780 -1.6213 -0.1 0.1 0.0 0.12
H 0.2634 -1.9870 -0.6261 0.0 0.2 0.0 0.40
H -2.3059 -0.1040 -0.1564 0.1 0.1 0.1 0.40
H -2.7020 1.4775 0.4610 0.1 -0.1 0.0 0.41

Entry 4:
15
Properties=species:S:1:pos:R:3:forces:R:3:nbo_charge:R:1 method="wB97M-V/def2-TZVPD" energy_ev=-9305.667 molar_mass_g_mol=100.1 e_lumo_ev=0.77 smiles="O=C1NCCCN1" total_charge=0 e_above_lowest_kcal_mol=16.7 e_homo_ha=-0.3583
O 2.8266 -0.3643 -0.0066 -0.3 0.1 0.0 -0.59
C 1.6277 -0.2134 -0.0351 0.1 -0.2 -0.1 0.78
N 0.7300 -1.2192 0.2515 0.1 0.2 -0.1 -0.64
C -0.6123 -1.0504 -0.2905 -0.1 0.0 -0.1 -0.22
C -1.2472 0.1466 0.4047 0.0 -0.1 0.0 -0.43
C -0.2655 1.3394 0.2592 -0.1 0.1 0.1 -0.23
N 0.9943 1.0138 -0.4235 0.0 -0.2 0.0 -0.67
H 1.1425 -2.1384 0.2623 0.0 0.0 0.1 0.41
H -0.5506 -0.8418 -1.3718 -0.1 -0.2 0.1 0.17
H -1.1841 -1.9720 -0.1681 0.1 0.1 0.1 0.21
H -1.3974 -0.0938 1.4622 0.0 0.0 -0.2 0.21
H -2.2283 0.3643 -0.0321 0.2 0.0 0.0 0.21
H -0.0079 1.7462 1.2416 -0.1 -0.1 -0.1 0.20
H -0.7198 2.1591 -0.3046 0.0 -0.1 0.1 0.21
H 0.8430 0.9550 -1.4267 0.2 0.3 0.0 0.37

Entry 5:
15
Properties=species:S:1:pos:R:3:forces:R:3:nbo_charge:R:1 method="wB97M-V/def2-TZVPD" energy_ev=-9303.249 molar_mass_g_mol=100.1 e_lumo_ev=0.42 total_charge=0 e_above_lowest_kcal_mol=72.5 e_homo_ha=-0.3507
C 2.4549 -0.7602 0.2277 1.2 0.1 0.7 -0.04
N 1.2953 -0.3938 -0.1296 -0.1 0.0 0.0 -0.34
N 1.1303 0.9680 -0.4022 0.0 0.7 -0.1 -0.30
C -0.0126 1.4750 -0.1307 0.5 -0.1 -0.3 0.14
C -1.1655 0.8159 0.5715 0.7 -0.5 0.1 -0.52
C -1.9361 -0.2755 -0.1827 -0.2 0.1 0.2 -0.05
O -1.3561 -1.5554 -0.0985 -0.4 -0.1 0.1 -0.74
H 3.3442 -0.0572 0.4549 -1.6 -0.9 -0.6 0.18
H 2.6101 -1.8558 0.3979 -0.2 1.1 -0.2 0.19
H -0.1662 2.5499 -0.3971 0.5 -1.0 0.1 0.19
H -1.8138 1.6315 0.7884 -0.9 0.4 0.5 0.22
H -0.7760 0.3941 1.5055 -0.3 0.0 0.0 0.23
H -2.9457 -0.3627 0.2671 0.5 0.1 -0.4 0.18
H -2.0227 0.0401 -1.2259 -0.3 0.0 -0.1 0.16
H -0.4055 -1.4473 -0.1941 0.5 0.1 -0.1 0.49

Entry 6:
15
Properties=species:S:1:pos:R:3:forces:R:3:nbo_charge:R:1 method="wB97M-V/def2-TZVPD" energy_ev=-9304.312 molar_mass_g_mol=100.1 e_lumo_ev=0.11 smiles="CC(=O)C#N.CN" total_charge=0 e_above_lowest_kcal_mol=48.0 e_homo_ha=-0.3485
C -2.3728 -0.8601 -0.5195 0.0 -0.1 0.0 -0.70
C -1.0768 -0.4142 -1.1296 0.1 -0.3 -0.3 0.53
O -0.3603 -1.0882 -1.8245 -0.4 0.4 0.2 -0.48
C -0.7784 1.0230 -0.8747 0.1 1.1 0.1 0.18
N -0.6323 2.1557 -0.6875 -0.2 -1.1 -0.2 -0.29
H -3.1839 -0.3661 -1.0677 0.1 -0.1 0.1 0.25
H -2.4747 -1.9423 -0.6078 0.0 0.1 0.0 0.24
H -2.4384 -0.5404 0.5246 0.0 0.0 -0.1 0.24
C 2.0022 0.5676 1.3770 0.1 0.1 0.2 -0.41
N 1.4339 -0.1380 0.2357 0.2 -0.1 -0.1 -0.84
H 1.9621 -0.0835 2.2552 0.0 0.1 -0.1 0.19
H 1.3905 1.4522 1.5866 0.1 -0.1 0.0 0.20
H 3.0437 0.8962 1.2430 -0.2 -0.1 0.0 0.17
H 1.8696 -1.0453 0.1063 0.0 0.1 0.0 0.36
H 1.6155 0.3833 -0.6172 0.0 -0.1 0.1 0.36

Entry 7:
15
Properties=species:S:1:pos:R:3:forces:R:3:nbo_charge:R:1 method="wB97M-V/def2-TZVPD" energy_ev=-9301.801 molar_mass_g_mol=100.1 e_lumo_ev=0.57 smiles="[H]/N=C1/[C@H]([O-])[N+]1(C)C" total_charge=0 e_above_lowest_kcal_mol=105.9 e_homo_ha=-0.3168
H 2.1537 1.5254 -0.3140 -0.1 -0.1 0.0 0.38
N 1.6412 1.4175 -1.1860 0.0 0.1 -0.1 -0.63
C 0.6455 0.7223 -1.2671 -0.9 -0.5 0.8 0.42
C -0.9176 0.1463 -1.3246 0.8 0.3 -0.2 0.37
O -1.8348 0.9568 -1.3243 0.0 -0.1 0.2 -0.68
N -0.1287 -0.1466 0.0783 0.2 0.3 -0.7 -0.42
C 0.3719 -1.4855 0.3275 -0.1 0.1 0.0 -0.41
C -0.5501 0.6345 1.2244 0.0 0.0 0.0 -0.43
H -0.9129 -0.7729 -1.9302 0.0 -0.1 0.3 0.14
H 0.7240 -1.9270 -0.6064 0.0 0.0 0.0 0.21
H 1.2115 -1.4581 1.0272 0.0 0.0 -0.1 0.20
H -0.4132 -2.1225 0.7495 0.0 0.0 0.0 0.20
H -1.1575 1.4642 0.8653 0.0 0.0 0.0 0.25
H 0.3188 1.0158 1.7709 0.0 0.0 0.0 0.19
H -1.1518 0.0297 1.9096 0.0 0.0 -0.1 0.20

Entry 8:
15
Properties=species:S:1:pos:R:3:forces:R:3:nbo_charge:R:1 method="wB97M-V/def2-TZVPD" energy_ev=-9303.343 molar_mass_g_mol=100.1 e_lumo_ev=0.64 smiles="CNC1=N[C@@H]1CO" total_charge=0 e_above_lowest_kcal_mol=70.3 e_homo_ha=-0.3369
C 1.7358 -2.0689 0.1102 0.1 -0.2 -0.1 -0.41
N 1.1274 -0.7917 0.4535 -0.2 0.1 0.2 -0.60
C 0.1057 -0.3056 -0.2701 -0.1 -0.1 -0.3 0.37
N -0.4241 -0.3641 -1.4173 0.3 0.0 0.4 -0.41
C -1.1220 0.4410 -0.3221 -0.2 0.2 0.1 -0.16
C -1.1574 1.9502 -0.3501 0.0 -0.1 -0.4 -0.08
O -1.4526 2.4619 0.9408 0.2 0.0 0.2 -0.71
H 2.6514 -1.9526 -0.4745 -0.1 0.0 0.0 0.20
H 1.9723 -2.6016 1.0342 0.0 0.0 -0.2 0.20
H 1.0227 -2.6668 -0.4638 0.1 0.1 0.0 0.21
H 1.1493 -0.5152 1.4227 -0.1 -0.1 -0.2 0.40
H -2.0337 -0.0061 0.0850 0.1 0.1 -0.1 0.18
H -1.9613 2.3096 -0.9985 0.1 -0.1 0.0 0.18
H -0.2064 2.3412 -0.7425 -0.1 -0.1 0.1 0.16
H -0.7895 2.1053 1.5460 -0.2 0.1 0.0 0.46

Entry 9:
15
Properties=species:S:1:pos:R:3:forces:R:3:nbo_charge:R:1 method="wB97M-V/def2-TZVPD" energy_ev=-9304.741 molar_mass_g_mol=100.1 e_lumo_ev=0.60 smiles=N#C[C@@H](N)CCO total_charge=0 e_above_lowest_kcal_mol=38.1 e_homo_ha=-0.3701
N -2.3674 2.2666 -0.5872 0.7 -0.9 0.3 -0.32
C -1.7012 1.3861 -0.2405 -0.6 0.7 -0.3 0.28
C -0.8479 0.2711 0.2183 0.1 0.1 -0.1 -0.15
N -1.6910 -0.8921 0.5081 0.1 0.0 0.3 -0.81
C 0.2083 -0.1100 -0.8516 0.0 -0.1 -0.1 -0.42
C 1.6211 0.0222 -0.3141 0.0 0.3 -0.3 -0.06
O 1.7140 -0.8062 0.8369 0.2 0.0 0.1 -0.74
H -0.3051 0.6409 1.1070 -0.2 -0.1 -0.2 0.22
H -1.0819 -1.5969 0.9218 -0.2 0.1 -0.1 0.37
H -2.4001 -0.6631 1.2028 0.2 0.0 -0.1 0.37
H 0.0902 0.4951 -1.7538 0.1 0.0 0.1 0.23
H 0.0297 -1.1476 -1.1597 0.0 0.2 0.2 0.23
H 1.8170 1.0775 -0.0609 0.0 -0.2 0.0 0.16
H 2.3442 -0.2810 -1.0868 -0.1 0.0 0.2 0.17
H 2.5702 -0.6625 1.2596 -0.2 -0.1 -0.1 0.48

Entry 10:
15
Properties=species:S:1:pos:R:3:forces:R:3:nbo_charge:R:1 method="wB97M-V/def2-TZVPD" energy_ev=-9298.490 molar_mass_g_mol=100.1 e_lumo_ev=0.53 total_charge=0 e_above_lowest_kcal_mol=182.2 e_homo_ha=-0.3280
C -1.9779 0.1871 -0.7583 -3.9 -4.6 0.3 -0.46
N -1.7348 0.7748 0.5619 -1.5 -1.0 -2.2 -0.40
C -0.9468 0.1022 1.2531 1.2 0.9 1.0 0.08
C 0.0027 -0.9811 0.8841 6.0 -1.0 2.0 -0.37
C 1.3328 -0.6259 0.4642 -5.2 1.3 -2.4 0.03
N 1.3931 0.3109 -0.7270 1.2 3.5 1.9 -0.39
O 2.7511 1.1180 -0.6147 -0.8 -3.6 -3.0 -0.62
H -1.9019 -1.1377 -0.7909 1.1 3.8 0.1 0.18
H -1.4092 0.7379 -1.4677 0.2 -0.1 -1.1 0.20
H -3.1495 0.0389 -1.0333 2.6 1.7 0.6 0.22
H -0.7633 0.6567 2.1804 0.3 -1.0 0.5 0.19
H 0.2990 -1.8631 1.5958 -1.8 1.6 -0.8 0.23
H 2.2275 -1.2040 0.7508 -0.5 0.5 -0.8 0.22
H 0.7465 1.3039 -0.8731 1.6 -4.2 1.5 0.41
H 3.1307 0.5811 -1.4252 -0.4 2.0 2.4 0.47

Entry 11:
15
Properties=species:S:1:pos:R:3:forces:R:3:nbo_charge:R:1 method="wB97M-V/def2-TZVPD" energy_ev=-9304.834 molar_mass_g_mol=100.1 e_lumo_ev=0.98 smiles="C[C@@]1(C(N)=O)CN1" total_charge=0 e_above_lowest_kcal_mol=35.9 e_homo_ha=-0.3472
C 1.5239 0.3157 0.7812 -0.1 0.1 0.0 -0.62
C 0.2886 -0.1505 0.0246 0.1 0.3 -0.1 -0.03
C -0.1791 0.7716 -1.0765 0.1 0.1 -0.2 0.67
N -1.4100 0.4840 -1.6139 0.2 0.0 -0.1 -0.83
O 0.4879 1.7443 -1.3689 -0.2 0.0 -0.4 -0.61
C -0.0785 -1.5879 0.0942 0.0 -0.1 -0.1 -0.23
N -0.8954 -0.5750 0.7621 -0.2 0.2 0.3 -0.62
H 1.7803 -0.3585 1.6110 -0.2 0.0 -0.3 0.21
H 2.3918 0.3718 0.1169 -0.2 0.0 0.0 0.24
H 1.3758 1.3188 1.1908 0.0 -0.1 -0.1 0.22
H -2.0258 -0.1340 -1.1038 0.2 0.2 0.1 0.41
H -1.8614 1.1899 -2.1775 0.3 0.0 0.1 0.40
H -0.5281 -2.0268 -0.8015 -0.2 0.1 0.5 0.21
H 0.5735 -2.2838 0.6259 -0.1 0.4 0.1 0.21
H -0.7873 -0.2764 1.7272 0.2 -1.2 0.2 0.38

Entry 12:
15
Properties=species:S:1:pos:R:3:forces:R:3:nbo_charge:R:1 method="wB97M-V/def2-TZVPD" energy_ev=-9301.442 molar_mass_g_mol=100.1 e_lumo_ev=0.68 total_charge=0 e_above_lowest_kcal_mol=114.2 e_homo_ha=-0.3381
N 0.7696 -1.1619 -0.7730 -0.1 0.6 -1.1 -0.90
C 1.5531 -0.7054 0.2708 -0.1 0.5 -0.1 0.66
O 2.6501 -1.1019 0.6350 -0.9 -0.2 -0.6 -0.61
C 0.8902 0.4392 1.0261 -0.2 0.0 -0.2 -0.31
N -0.4464 0.7072 0.5528 -0.2 0.4 0.0 -0.40
C -1.7056 0.0387 0.3660 0.0 -0.1 0.0 -0.23
C -1.1042 1.0571 -0.5632 0.7 -1.2 -2.3 -0.01
H 1.2600 -1.9496 -1.1952 -0.3 0.3 -0.4 0.39
H -0.0061 -0.4831 -1.5078 2.3 -1.8 2.5 0.35
H 0.8471 0.2100 2.0979 0.0 0.0 -0.3 0.24
H 1.4894 1.3509 0.9073 -0.1 -0.2 0.0 0.23
H -1.6955 -0.9599 -0.0798 0.0 0.1 0.3 0.20
H -2.4660 0.2224 1.1281 0.0 0.2 -0.4 0.20
H -0.7966 0.2945 -1.8736 -0.7 1.5 2.1 -0.04
H -1.2392 2.0417 -0.9915 -0.4 0.0 0.4 0.22

Entry 13:
15
Properties=species:S:1:pos:R:3:forces:R:3:nbo_charge:R:1 method="wB97M-V/def2-TZVPD" energy_ev=-9302.867 molar_mass_g_mol=100.1 e_lumo_ev=0.90 total_charge=0 e_above_lowest_kcal_mol=81.3 e_homo_ha=-0.2843
C -1.5728 -1.4356 -0.0700 0.0 -0.1 0.1 -0.67
C -0.3921 -0.6702 -0.6263 -0.3 0.0 -0.1 -0.19
C -0.6668 0.7688 -0.7864 0.1 0.2 -0.1 -0.26
N 0.0205 0.3790 0.4768 0.2 0.2 0.3 -0.50
C 1.4088 0.5014 0.8395 0.1 0.0 0.1 0.81
O 1.7062 0.3839 2.0069 -0.1 0.1 -0.5 -0.60
N 2.2462 0.7622 -0.1925 0.0 -0.1 0.0 -0.82
H -2.2899 -0.8035 0.5009 0.1 -0.1 -0.1 0.16
H -2.1301 -1.8914 -0.9011 0.2 0.1 0.2 0.23
H -1.2353 -2.2397 0.5961 -0.1 0.1 -0.2 0.22
H -0.0678 1.3733 -1.4713 -0.1 -0.1 0.2 0.20
H -1.6467 1.2188 -0.5619 0.2 -0.1 0.0 0.19
H -0.5438 0.4663 1.3214 0.0 -0.1 -0.2 0.42
H 1.9387 0.5681 -1.1398 0.0 -0.2 0.4 0.41
H 3.2249 0.6187 0.0079 -0.1 0.1 0.0 0.41

Entry 14:
15
Properties=species:S:1:pos:R:3:forces:R:3:nbo_charge:R:1 method="wB97M-V/def2-TZVPD" energy_ev=-9301.741 molar_mass_g_mol=100.1 e_lumo_ev=0.28 total_charge=0 e_above_lowest_kcal_mol=107.3 e_homo_ha=-0.2570
C 1.1743 2.0892 0.0101 0.0 0.1 0.0 -0.71
C 0.7001 0.7499 0.5088 -0.1 0.2 0.2 0.55
O -0.1420 0.6574 1.3989 0.5 0.0 -0.4 -0.61
C -0.5472 -1.4322 -0.6402 -0.1 -0.2 -0.1 -0.58
N -1.7259 -1.1254 0.2777 -0.1 0.1 0.1 -0.72
C 1.3270 -0.4126 -0.1532 0.4 -0.1 -0.1 0.14
N 2.3534 -0.8961 -0.4797 -0.7 0.3 0.2 -0.43
H 2.2648 2.1375 0.0975 -0.1 -0.1 0.0 0.25
H 0.7022 2.8990 0.5709 0.1 -0.2 -0.1 0.23
H 0.9428 2.1850 -1.0574 0.0 -0.1 0.2 0.24
H -1.3084 -0.5520 1.0424 -0.2 -0.1 -0.1 0.46
H -0.1876 -2.4301 -0.3823 0.0 0.1 0.0 0.19
H -0.9076 -1.4182 -1.6760 0.1 0.0 0.2 0.18
H -2.2368 -1.9220 0.6719 0.2 0.1 -0.2 0.40
H -2.4091 -0.5294 -0.1896 0.1 -0.1 0.0 0.41

Entry 15:
15
Properties=species:S:1:pos:R:3:forces:R:3:nbo_charge:R:1 method="wB97M-V/def2-TZVPD" energy_ev=-9303.340 molar_mass_g_mol=100.1 e_lumo_ev=0.90 smiles=C[C@@]12CN[C@]1(N)O2 total_charge=0 e_above_lowest_kcal_mol=70.4 e_homo_ha=-0.3170
C 1.6563 -0.8732 0.0842 0.0 0.0 0.0 -0.63
C 0.2786 -0.4995 -0.3187 0.2 -0.1 0.0 0.16
C -1.0598 -1.1698 -0.0269 0.1 -0.2 0.0 -0.24
N -1.7240 0.1849 0.0761 0.1 0.3 0.0 -0.62
C -0.4067 0.7837 -0.2703 0.0 0.2 0.3 0.49
N 0.0253 2.0800 0.0636 0.0 0.1 0.0 -0.85
O 0.0071 0.2797 -1.5105 0.0 0.2 -0.1 -0.48
H 1.6107 -1.0476 1.1618 0.2 -0.1 0.0 0.22
H 2.0234 -1.7782 -0.4084 0.0 0.1 0.0 0.22
H 2.3478 -0.0447 -0.1007 -0.2 -0.1 0.0 0.24
H -1.4577 -1.7571 -0.8602 0.1 0.1 0.2 0.21
H -1.0676 -1.7489 0.9004 -0.1 0.1 -0.1 0.19
H -1.8556 0.3623 1.0737 -0.2 0.0 -0.2 0.34
H -0.4361 2.5081 0.8564 0.0 -0.2 -0.2 0.38
H 0.0582 2.7204 -0.7206 -0.1 -0.2 0.0 0.39

Entry 16:
15
Properties=species:S:1:pos:R:3:forces:R:3:nbo_charge:R:1 method="wB97M-V/def2-TZVPD" energy_ev=-9303.838 molar_mass_g_mol=100.1 e_lumo_ev=0.80 smiles=C[C@@H](O)[C@H](N)C#N total_charge=0 e_above_lowest_kcal_mol=58.9 e_homo_ha=-0.3750
C -1.4606 -0.0040 0.6561 0.1 -0.1 -0.1 -0.65
C -0.6770 -0.2937 -0.6155 0.4 -0.2 0.6 0.11
O -0.8279 0.6874 -1.5892 0.5 4.6 0.9 -0.72
C 0.8661 -0.3944 -0.4081 -0.5 0.1 -0.6 -0.17
N 1.3112 -1.1393 0.7258 0.2 -0.2 0.2 -0.80
C 1.1835 1.0477 -0.4000 1.9 3.2 2.1 0.27
N 1.3537 2.1721 -0.0861 -0.4 -2.9 -1.1 -0.36
H -1.1142 0.9160 1.1237 0.1 0.2 0.1 0.21
H -1.3763 -0.8141 1.3754 0.1 -0.1 0.1 0.22
H -2.5127 0.1252 0.4147 0.0 0.0 -0.1 0.23
H -1.0019 -1.2345 -1.0468 -0.1 -0.1 -0.2 0.20
H -0.4369 1.7201 -1.1357 -1.9 -4.6 -1.9 0.49
H 1.2833 -0.8375 -1.3064 0.0 0.0 -0.2 0.24
H 2.3128 -1.3025 0.7153 -0.2 0.0 -0.1 0.37
H 1.0969 -0.6487 1.5766 -0.1 0.1 0.4 0.37